No. 1
Entry from the OMol25 dataset: a structure of composition C4H9N (ωB97M-V/def2-TZVPD).

Structure (XYZ):
```
14
Properties=species:S:1:pos:R:3:nbo_charge:R:1
C -1.074 -0.837 1.541 -0.631
C -1.286 0.225 0.483 -0.526
C 0.060 0.574 -0.043 0.445
C 0.264 -0.577 -1.707 -0.199
N 0.857 -0.363 -0.516 -0.607
H -0.746 -1.734 1.058 0.231
H -1.879 -1.106 2.280 0.231
H -0.109 -0.747 2.044 0.218
H -2.013 -0.070 -0.267 0.283
H -1.830 1.153 0.891 0.213
H 0.283 1.633 -0.185 0.195
H 3.421 1.368 -1.345 0.005
H 0.665 -1.379 -2.309 0.149
H 3.386 1.859 -1.925 -0.006
```

The value obtained for the strongest force on any atom is 4.0 eV Å⁻¹. The net charge is 0. For the calculated total energy, the calculation gives -5777.4857 eV. The spin multiplicity is 1. The calculation puts the highest occupied orbital energy at -7.43 eV.

=====

No. 2
Entry from the OMol25 dataset: the molecule C4H9N (ωB97M-V/def2-TZVPD).

Structure (XYZ):
```
14
Properties=species:S:1:pos:R:3:nbo_charge:R:1
C 0.192 0.314 -1.663 -0.603
C 0.032 -0.035 -0.029 0.124
N -0.145 -1.535 -0.070 -0.823
C -0.775 0.733 0.863 -0.431
C 0.769 0.635 1.036 -0.449
H 1.211 0.037 -1.947 0.216
H -0.466 -0.357 -2.250 0.216
H 0.074 1.455 -1.824 0.201
H -1.123 -1.703 -0.442 0.347
H -0.123 -1.895 0.829 0.345
H -1.055 1.583 0.543 0.203
H -1.315 0.046 1.503 0.212
H 1.032 0.221 1.983 0.220
H 1.472 1.475 0.846 0.223
```

The value obtained for the strongest force on any atom is 6.9 eV Å⁻¹. The net charge is 0. For the calculated total energy, the calculation gives -5781.7178 eV. The structure (SMILES) is CC1(N)CC1. The spin multiplicity is 1. The calculation puts the highest occupied orbital energy at -9.17 eV.

=====

No. 3
Entry from the OMol25 dataset: a cluster of 2 separate species, C4H9N in total (ωB97M-V/def2-TZVPD).

Structure (XYZ):
```
14
Properties=species:S:1:pos:R:3:nbo_charge:R:1
C -0.319 2.118 -0.486 -0.454
C -0.253 2.288 0.849 -0.045
N 0.804 1.836 1.676 -0.409
C 1.215 0.632 1.642 -0.041
H 0.426 1.429 -1.011 0.199
H -1.106 2.601 -1.132 0.217
H -1.095 2.744 1.396 0.204
H 2.156 0.347 2.228 0.180
H 0.862 -0.117 0.889 0.150
C -0.530 -2.793 -1.210 -0.859
H -0.726 -2.355 -2.202 0.215
H -1.400 -2.669 -0.503 0.216
H 0.275 -2.189 -0.745 0.209
H -0.309 -3.872 -1.391 0.219
```

The value obtained for the strongest force on any atom is 1.8 eV Å⁻¹. The net charge is 0. For the calculated total energy, the calculation gives -5782.0032 eV. The structure (SMILES) is C=CN=C.C. The spin multiplicity is 1. The calculation puts the highest occupied orbital energy at -9.23 eV.

=====

No. 4
Entry from the OMol25 dataset: the molecule C4H9N (ωB97M-V/def2-TZVPD).

Structure (XYZ):
```
14
Properties=species:S:1:pos:R:3:nbo_charge:R:1
C -0.974 -0.072 -1.820 -0.597
C 0.406 0.057 -1.142 -0.418
C 0.351 -0.388 0.286 -0.281
C 0.457 0.415 1.326 0.003
N 0.517 0.060 2.680 -0.821
H -0.919 0.064 -2.903 0.202
H -1.638 0.673 -1.392 0.204
H -1.369 -1.084 -1.731 0.201
H 1.152 -0.505 -1.703 0.201
H 0.733 1.094 -1.250 0.198
H 0.370 -1.467 0.429 0.185
H 0.544 1.474 1.147 0.178
H -0.090 0.615 3.261 0.375
H 0.459 -0.937 2.812 0.369
```

The value obtained for the strongest force on any atom is 1.1 eV Å⁻¹. The net charge is 0. For the calculated total energy, the calculation gives -5783.4645 eV. The structure (SMILES) is CC/C=C/N. The spin multiplicity is 1. The calculation puts the highest occupied orbital energy at -8.18 eV.

=====

No. 5
Entry from the OMol25 dataset: the molecule C4H9N (ωB97M-V/def2-TZVPD).

Structure (XYZ):
```
14
Properties=species:S:1:pos:R:3:nbo_charge:R:1
C 2.237 -0.743 -0.666 -0.393
C 1.399 -0.192 0.199 -0.164
C -0.078 -0.479 0.181 -0.450
C -0.897 0.798 0.261 -0.208
N -2.348 0.606 0.469 -0.830
H 1.887 -1.264 -1.549 0.186
H 3.306 -0.614 -0.622 0.197
H 1.790 0.340 1.058 0.197
H -0.299 -1.008 -0.747 0.200
H -0.304 -1.142 1.023 0.214
H -0.712 1.328 -0.682 0.169
H -0.530 1.443 1.062 0.179
H -2.839 1.249 -0.143 0.355
H -2.611 -0.323 0.155 0.348
```

The value obtained for the strongest force on any atom is 0.9 eV Å⁻¹. The net charge is 0. For the calculated total energy, the calculation gives -5783.1523 eV. The structure (SMILES) is C=CCCN. The spin multiplicity is 1. The calculation puts the highest occupied orbital energy at -9.37 eV.

=====

No. 6
Entry from the OMol25 dataset: the molecule C4H9N (ωB97M-V/def2-TZVPD).

Structure (XYZ):
```
14
Properties=species:S:1:pos:R:3:nbo_charge:R:1
C 0.313 1.303 2.220 -0.566
C -0.204 0.306 1.474 0.028
N 0.236 0.037 0.252 -0.597
C -0.638 -0.577 -0.760 -0.210
C 0.259 -0.875 -1.975 -0.628
H 0.358 1.295 3.332 0.200
H 0.807 2.194 1.857 0.190
H -0.957 -0.335 1.856 0.183
H 1.033 0.534 -0.092 0.384
H -1.226 -1.428 -0.322 0.203
H -1.366 0.295 -1.122 0.166
H -0.033 -0.113 -2.727 0.216
H 1.351 -0.718 -1.685 0.209
H 0.068 -1.919 -2.308 0.222
```

The value obtained for the strongest force on any atom is 2.7 eV Å⁻¹. The net charge is 0. For the calculated total energy, the calculation gives -5782.3564 eV. The structure (SMILES) is C=CNCC. The spin multiplicity is 1. The calculation puts the highest occupied orbital energy at -7.61 eV.

=====

No. 7
Entry from the OMol25 dataset: the molecule C4H9N (ωB97M-V/def2-TZVPD).

Structure (XYZ):
```
14
Properties=species:S:1:pos:R:3:nbo_charge:R:1
C -2.106 -0.384 0.146 -0.420
C -1.106 0.094 -0.561 -0.183
C -0.052 1.018 0.085 -0.274
N 1.308 0.566 -0.302 -0.613
C 1.601 -0.822 0.047 -0.433
H -2.885 -0.791 -0.427 0.197
H -2.418 -0.173 1.249 0.204
H -0.863 -0.181 -1.674 0.213
H -0.414 0.956 1.124 0.173
H -0.117 2.080 -0.326 0.210
H 1.946 1.116 0.410 0.344
H 1.767 -0.967 1.168 0.176
H 0.751 -1.410 -0.452 0.208
H 2.586 -1.103 -0.487 0.200
```

The value obtained for the strongest force on any atom is 4.1 eV Å⁻¹. The net charge is 0. For the calculated total energy, the calculation gives -5781.8374 eV. The structure (SMILES) is C=CCNC. The spin multiplicity is 1. The calculation puts the highest occupied orbital energy at -9.21 eV.

=====

No. 8
Entry from the OMol25 dataset: the molecule C4H9N (ωB97M-V/def2-TZVPD).

Structure (XYZ):
```
14
Properties=species:S:1:pos:R:3:nbo_charge:R:1
C -2.142 -0.019 0.545 -0.421
C -1.017 -0.595 1.007 -0.154
C 0.357 -0.478 0.427 -0.464
C 0.657 0.753 -0.406 -0.209
N 2.015 0.695 -0.953 -0.840
H -2.181 0.525 -0.398 0.185
H -3.121 -0.425 0.773 0.198
H -1.206 -1.393 1.719 0.198
H 1.092 -0.749 1.195 0.212
H 0.430 -1.281 -0.316 0.216
H 0.480 1.704 0.127 0.185
H 0.018 0.790 -1.291 0.186
H 2.695 0.087 -0.520 0.358
H 1.923 0.387 -1.909 0.352
```

The value obtained for the strongest force on any atom is 1.7 eV Å⁻¹. The net charge is 0. For the calculated total energy, the calculation gives -5782.7525 eV. The structure (SMILES) is C=CCCN. The spin multiplicity is 1. The calculation puts the highest occupied orbital energy at -9.23 eV.